Record 1
{"formula": "C24H41IN3PPd", "method": "wB97M-V/def2-TZVPD", "orbital_gap_ev": [2.70, 2.69], "total_charge": -2, "lumo_ev": [4.65, 4.65], "symbols": ["C", "C", "H", "H", "H", "H", "H", "H", "C", "C", "C", "C", "H", "H", "H", "H", "N", "C", "C", "N", "C", "C", "C", "H", "H", "C", "H", "H", "Pd", "I", "C", "C", "C", "C", "P", "N", "C", "C", "C", "C", "C", "C", "C", "C", "H", "H", "H", "H", "H", "H", "H", "H", "H", "H", "H", "H", "H", "H", "H", "H", "H", "H", "H", "H", "H", "H", "H", "H", "H", "H", "H"], "xyz": [[3.49015, 4.56631, -0.95992], [4.56399, 3.54605, -1.34239], [3.24626, 5.22946, -1.79437], [3.81052, 5.19954, -0.12061], [2.55013, 4.05370, -0.64895], [4.18137, 2.79929, -2.04371], [5.40311, 4.06740, -1.82210], [4.97414, 3.05527, -0.45361], [-2.50060, 1.89591, -2.49804], [-3.69587, 1.78923, -3.21415], [-3.88987, 0.68821, -4.04820], [-2.87841, -0.25124, -4.12477], [-2.28661, 2.74902, -1.84967], [-4.43224, 2.57705, -3.09742], [-4.79409, 0.56784, -4.63094], [-2.97880, -1.13857, -4.74058], [-1.52242, 0.99101, -2.61608], [-1.66273, -0.06795, -3.42889], [-0.55969, -1.02385, -3.52123], [0.57597, -0.75744, -2.84030], [1.54374, -1.67633, -2.74644], [0.33112, -3.17230, -4.19501], [1.45773, -2.89918, -3.42578], [2.38573, -1.42551, -2.09127], [2.27312, -3.61583, -3.33075], [-0.69606, -2.24456, -4.21889], [-1.61872, -2.43721, -4.74733], [0.23165, -4.09327, -4.76309], [0.39811, 0.92823, -1.32433], [0.33079, 3.51199, -1.21521], [2.45198, 0.12839, 0.98632], [1.35427, 0.35891, 2.03168], [1.74163, -0.21322, 3.40953], [1.21112, 1.87422, 2.21856], [-0.19265, -0.47579, 1.40269], [-0.28606, -0.49762, -0.21923], [-0.19574, -2.34495, 1.67323], [-0.60278, -2.72660, 3.10324], [-1.17642, -2.99288, 0.69130], [1.19041, -2.91577, 1.36776], [-1.74277, 0.32397, 2.07661], [-1.95964, 1.68877, 1.41119], [-2.97975, -0.51654, 1.72030], [-1.65411, 0.50862, 3.60626], [3.28884, 0.80859, 1.19965], [2.07819, 0.38242, -0.03094], [2.80609, -0.90511, 0.98281], [2.61722, 0.34665, 3.77472], [0.93161, -0.08456, 4.14196], [2.01779, -1.27099, 3.37283], [0.94105, 2.36761, 1.27308], [0.50141, 2.16250, 3.00378], [2.20822, 2.25701, 2.50160], [-1.65436, -2.50521, 3.31580], [-0.48372, -3.81600, 3.20020], [0.02887, -2.25927, 3.86576], [-1.03863, -2.57894, -0.31221], [-0.96898, -4.06860, 0.65665], [-2.22129, -2.86811, 0.98066], [1.52158, -2.64564, 0.35945], [1.95560, -2.62748, 2.09419], [1.11484, -4.01259, 1.40905], [-1.77432, 1.62607, 0.33068], [-3.00976, 1.98184, 1.56473], [-1.32405, 2.48131, 1.81297], [-3.06115, -1.45193, 2.28337], [-3.86875, 0.08436, 1.96692], [-3.00573, -0.72831, 0.64474], [-0.86141, 1.20685, 3.89990], [-2.60871, 0.94495, 3.93921], [-1.52147, -0.43920, 4.14302]], "mulliken_charge": [-0.26, -0.79, 0.29, 0.27, -0.42, 0.18, 0.34, 0.22, -0.15, -1.09, -0.45, -0.58, 0.26, 0.34, 0.39, 0.16, 0.63, 0.35, 0.32, 0.19, -0.27, -0.48, -0.67, 0.36, 0.33, -0.56, 0.23, 0.36, -0.78, -0.64, -1.30, 2.11, -1.90, -1.54, 0.37, -0.03, 2.09, -1.97, -1.76, -1.75, 2.35, -1.70, -2.03, -1.85, 0.53, 0.01, 0.27, 0.53, 0.24, 0.27, -0.20, 0.29, 0.62, 0.22, 0.57, 0.21, 0.20, 0.53, 0.28, 0.02, 0.31, 0.63, 0.23, 0.54, 0.28, 0.28, 0.63, 0.33, 0.27, 0.52, 0.22]}

=====

Record 2
{"formula": "C24H41N2O2", "method": "wB97M-V/def2-TZVPD", "orbital_gap_ev": 9.47, "total_charge": 1, "smiles": "CC(C)(C)[C@H]1CC[C@H](OC[C@H](O)CN2CC[NH+](Cc3ccccc3)CC2)CC1", "lumo_ev": -2.20, "symbols": ["C", "H", "H", "H", "C", "C", "H", "H", "H", "C", "H", "H", "H", "C", "C", "H", "C", "C", "C", "C", "H", "H", "H", "H", "H", "O", "C", "C", "O", "H", "H", "C", "N", "C", "C", "N", "H", "C", "C", "H", "H", "H", "H", "C", "C", "C", "C", "C", "C", "C", "H", "H", "H", "H", "H", "H", "H", "H", "H", "H", "H", "H", "H", "H", "H", "H", "H", "H", "H"], "xyz": [[-7.21360, -2.45974, 0.51677], [-8.03506, -3.01130, 0.06592], [-7.62024, -1.87830, 1.33921], [-6.50109, -3.18002, 0.91291], [-6.55451, -1.55807, -0.53505], [-6.28704, -2.41905, -1.77656], [-5.59645, -3.22671, -1.54337], [-5.87252, -1.83304, -2.59224], [-7.21658, -2.85961, -2.12824], [-7.53703, -0.44592, -0.90937], [-8.49446, -0.88332, -1.18193], [-7.70423, 0.22951, -0.07470], [-7.17966, 0.12871, -1.75969], [-5.20962, -1.00353, 0.00863], [-4.54442, 0.00094, -0.93829], [-4.44021, -0.42367, -1.93641], [-3.16010, 0.40508, -0.43585], [-3.26940, 1.04227, 0.94900], [-3.94874, 0.07072, 1.90835], [-5.32164, -0.34665, 1.38907], [-5.75800, -1.03853, 2.10690], [-5.96422, 0.53304, 1.33028], [-3.30965, -0.80764, 2.02081], [-4.04091, 0.54298, 2.88715], [-3.86476, 1.96477, 0.87518], [-2.00326, 1.36557, 1.52478], [-1.29428, 2.44206, 0.96112], [-0.10830, 1.90639, 0.12918], [0.45016, 0.80156, 0.81630], [-0.25822, 0.49057, 1.40830], [-0.48359, 1.55354, -0.84474], [0.92200, 3.03019, -0.09702], [2.16818, 2.70347, -0.75807], [3.31449, 2.36964, 0.04442], [3.41020, 0.87143, 0.36291], [3.43466, 0.10867, -0.90831], [4.23841, 0.45060, -1.45188], [2.20283, 0.39659, -1.67742], [2.11808, 1.90968, -1.95484], [1.19951, 2.12792, -2.49854], [2.96240, 2.20019, -2.59405], [2.21843, -0.16209, -2.61447], [1.35861, 0.07278, -1.06759], [3.64394, -1.34795, -0.67645], [5.02754, -1.60084, -0.13893], [5.22483, -1.97220, 1.18478], [6.50652, -2.18231, 1.66479], [7.59762, -2.01435, 0.82888], [7.40760, -1.64278, -0.49236], [6.12775, -1.43756, -0.97523], [5.98554, -1.16885, -2.01368], [8.25488, -1.51938, -1.14842], [8.59533, -2.17916, 1.20359], [6.65132, -2.47836, 2.69173], [4.37538, -2.10899, 1.83757], [2.88057, -1.69168, 0.02362], [3.50854, -1.86617, -1.62952], [2.52383, 0.56477, 0.92287], [4.31371, 0.64803, 0.93121], [3.28404, 2.93085, 0.97740], [4.21299, 2.68147, -0.50445], [1.17566, 3.47296, 0.86674], [0.42180, 3.79788, -0.69758], [-1.93708, 3.08369, 0.35283], [-0.90037, 3.02866, 1.79961], [-2.71310, 1.11004, -1.14218], [-2.51446, -0.47489, -0.37231], [-5.16244, 0.89663, -1.01348], [-4.53694, -1.86460, 0.10934]], "mulliken_charge": [-2.00, 0.49, 0.42, 0.39, 1.83, -1.87, 0.40, 0.38, 0.48, -1.93, 0.51, 0.35, 0.38, 0.40, -1.15, 0.31, -0.51, 0.24, -1.03, -0.80, 0.46, 0.24, 0.31, 0.36, 0.20, -0.53, -0.68, 0.99, -0.44, 0.34, 0.09, -1.63, 0.29, -1.11, -0.41, 0.11, 0.42, -0.47, -1.09, 0.49, 0.33, 0.45, 0.37, -0.99, 0.55, -0.24, -0.67, -0.44, -0.70, -0.29, 0.41, 0.40, 0.40, 0.40, 0.38, 0.38, 0.42, 0.29, 0.53, 0.44, 0.37, 0.40, 0.30, 0.38, 0.47, 0.37, 0.23, 0.35, 0.45]}